1.
38
Properties=species:S:1:pos:R:3 method="wB97M-V/def2-TZVPD" orbital_gap_ev=11.173 charge=+1 e_lumo_ev=-2.4371
Cd 0.819 1.011 0.497
F 0.598 1.709 -1.369
C 3.348 -0.914 1.752
O 3.082 0.204 0.888
H 2.727 -1.054 2.592
H 3.151 -1.847 1.158
H 4.377 -0.816 2.056
H 3.102 -0.039 -0.026
C 0.773 2.008 3.467
O 1.055 2.425 2.102
H 1.630 1.561 3.948
H 0.410 2.866 3.965
H -0.027 1.305 3.586
H 1.855 2.889 2.079
O -0.532 -0.311 1.672
C -1.711 -0.306 1.306
O -2.007 0.546 0.276
C -3.389 0.418 -0.230
C -4.072 -0.507 0.805
C -2.962 -0.897 1.838
H -3.412 -0.084 -1.238
H -3.732 1.397 -0.330
H -4.491 -1.442 0.359
H -4.919 0.015 1.280
H -2.857 -2.022 1.912
H -3.191 -0.559 2.874
O 1.181 -0.988 -0.547
C 0.917 -0.931 -1.745
O -0.217 -1.387 -2.216
C -0.242 -0.998 -3.705
C 1.000 -0.106 -3.968
C 1.896 -0.481 -2.773
H -1.240 -0.518 -3.767
H -0.043 -1.916 -4.180
H 0.730 0.974 -3.942
H 1.406 -0.346 -4.950
H 2.406 0.474 -2.344
H 2.577 -1.333 -3.082

2.
106
Properties=species:S:1:pos:R:3 method="wB97M-V/def2-TZVPD" smiles="CCN(CC)CC.CCN(CC)CC.CCN(CC)CC.CC(C)=O.CC(C)=O.CC(C)=O.CC(C)=O" orbital_gap_ev=8.152 charge=0 e_lumo_ev=0.2219
C 1.923 -6.809 1.541
C 0.835 -5.780 1.743
N 1.060 -5.233 3.094
C 0.183 -5.903 3.998
C -1.260 -5.647 4.090
C 1.200 -3.789 3.227
C 1.441 -3.250 4.617
H 1.888 -7.660 2.221
H 2.900 -6.360 1.717
H 1.733 -7.150 0.523
H 0.837 -4.933 1.057
H -0.128 -6.282 1.655
H 0.249 -6.988 3.918
H 0.444 -5.676 5.032
H -1.698 -6.111 4.975
H -1.560 -4.599 4.108
H -1.753 -6.181 3.278
H 0.266 -3.431 2.794
H 2.054 -3.535 2.599
H 0.657 -3.632 5.270
H 1.290 -2.178 4.749
H 2.411 -3.552 5.012
C -7.497 4.842 1.607
C -7.752 3.452 0.976
N -6.541 2.661 0.814
C -5.721 3.175 -0.270
C -6.396 3.052 -1.634
C -5.876 2.463 2.047
C -4.922 1.269 2.053
H -8.477 5.314 1.669
H -6.844 5.476 1.007
H -7.040 4.805 2.596
H -8.451 2.957 1.650
H -8.329 3.473 0.051
H -5.354 4.176 -0.044
H -4.784 2.626 -0.174
H -5.577 2.945 -2.346
H -7.132 2.256 -1.744
H -7.004 3.922 -1.881
H -6.694 2.169 2.705
H -5.388 3.404 2.298
H -5.431 0.424 1.590
H -4.516 1.070 3.044
H -4.130 1.461 1.328
C 0.529 5.842 5.152
C 1.461 4.656 5.501
N 2.842 4.840 5.006
C 2.984 5.096 3.634
C 2.725 3.966 2.615
C 3.746 3.724 5.507
C 5.261 4.057 5.298
H -0.346 5.363 5.592
H 0.191 6.032 4.133
H 0.761 6.750 5.709
H 1.560 4.617 6.586
H 1.188 3.663 5.143
H 2.379 5.970 3.391
H 3.921 5.545 3.303
H 2.765 4.278 1.571
H 3.464 3.186 2.801
H 1.747 3.519 2.793
H 3.589 2.772 5.000
H 3.543 3.536 6.561
H 5.550 3.846 4.268
H 5.857 3.403 5.934
H 5.425 5.057 5.698
C 1.077 -8.804 -6.590
C 0.424 -7.473 -6.207
C -0.309 -6.654 -7.267
O 0.385 -7.131 -5.072
H 0.394 -9.649 -6.669
H 1.680 -9.080 -5.725
H 1.630 -8.612 -7.509
H -0.748 -5.757 -6.829
H -1.077 -7.332 -7.640
H 0.461 -6.389 -7.991
C 5.463 -3.378 -6.123
C 5.099 -3.695 -7.575
C 5.047 -2.485 -8.483
O 4.750 -4.832 -7.944
H 6.341 -2.734 -6.076
H 5.488 -4.304 -5.549
H 4.609 -2.847 -5.703
H 4.664 -1.622 -7.937
H 4.515 -2.685 -9.412
H 6.063 -2.235 -8.789
C 1.002 5.933 -2.832
C 0.924 6.881 -1.753
C -0.334 6.995 -0.912
O 1.930 7.465 -1.483
H 0.167 5.240 -2.940
H 1.934 5.422 -2.590
H 1.144 6.576 -3.700
H -0.429 6.307 -0.071
H -1.105 7.015 -1.683
H -0.314 8.016 -0.530
C 0.942 -0.901 -1.930
C -0.136 -0.613 -2.918
C -0.166 -1.500 -4.175
O -0.842 0.346 -2.819
H 0.709 -0.344 -1.023
H 1.889 -0.468 -2.254
H 0.997 -1.919 -1.545
H 0.123 -2.526 -3.949
H 0.525 -1.227 -4.973
H -1.173 -1.428 -4.588

3.
46
Properties=species:S:1:pos:R:3 method="wB97M-V/def2-TZVPD" orbital_gap_ev="3.694 / 3.978" charge=-2 e_lumo_ev="3.8896 / 3.8882" spin_multiplicity=2 s2=0.762
Ir -0.432 -0.791 -1.166
Br -4.071 -0.218 2.991
C -2.293 -0.880 2.983
C -1.714 -1.219 4.214
C -0.450 -1.717 4.267
Br 0.289 -2.154 5.972
C 0.307 -1.917 3.078
C 1.624 -2.439 3.051
C 2.257 -2.611 1.859
C 1.594 -2.251 0.663
N 0.386 -1.743 0.667
C -0.279 -1.575 1.844
C -1.640 -1.016 1.753
O -2.123 -0.714 0.627
H -2.282 -1.081 5.124
H 2.107 -2.707 3.982
H 3.257 -3.021 1.808
H 2.052 -2.393 -0.308
S -1.674 -2.849 -1.357
S -0.756 -4.359 -2.464
S 0.593 -3.347 -3.767
S 0.011 -1.402 -3.707
S -2.111 0.671 -2.680
C -2.656 1.908 -1.725
N -2.877 1.726 -0.383
C -3.240 2.701 0.476
C -3.483 3.967 0.054
C -3.339 4.225 -1.340
C -2.945 3.248 -2.192
H -2.694 0.775 -0.008
H -3.319 2.395 1.511
H -3.773 4.733 0.756
H -3.535 5.221 -1.722
H -2.805 3.433 -3.247
S 0.196 1.383 -0.083
O 3.578 -2.020 -2.143
C 3.385 -0.832 -2.067
C 4.391 0.235 -2.533
C 3.871 1.506 -1.868
C 2.552 1.022 -1.307
O 1.812 1.898 -0.697
N 2.261 -0.221 -1.464
H 4.359 0.279 -3.623
H 5.398 -0.051 -2.233
H 3.706 2.343 -2.547
H 4.504 1.859 -1.052

4.
102
Properties=species:S:1:pos:R:3 method="wB97M-V/def2-TZVPD" orbital_gap_ev="6.714 / 6.018" charge=-1 e_lumo_ev="2.4257 / 2.4262" spin_multiplicity=5 s2=6.287
Mn -0.014 -0.458 -0.640
O 1.820 -0.616 -1.451
C 2.722 0.391 -1.655
C 2.393 1.621 -0.740
C 1.175 2.350 -1.222
C 1.279 3.563 -1.888
C 0.138 4.165 -2.382
C -1.082 3.542 -2.180
C -1.131 2.336 -1.496
C -2.440 1.652 -1.225
C -2.663 0.294 -1.965
O -1.825 -0.656 -1.466
C -2.490 0.437 -3.492
C -1.903 -0.616 -4.187
C -1.776 -0.581 -5.568
C -2.221 0.523 -6.284
C -2.788 1.588 -5.602
C -2.924 1.542 -4.221
C -4.134 -0.119 -1.703
C -4.373 -1.340 -1.082
C -5.668 -1.764 -0.814
C -6.752 -0.970 -1.160
C -6.525 0.252 -1.777
C -5.229 0.671 -2.046
N -0.013 1.757 -1.029
C 4.116 -0.169 -1.336
C 4.891 0.215 -0.251
C 6.112 -0.403 0.009
C 6.573 -1.416 -0.814
C 5.799 -1.815 -1.899
C 4.586 -1.199 -2.151
C 2.714 0.918 -3.103
C 3.730 1.748 -3.573
C 3.648 2.325 -4.832
C 2.544 2.079 -5.639
C 1.536 1.240 -5.184
C 1.628 0.657 -3.926
H 3.232 2.321 -0.720
H 2.220 1.232 0.267
H 2.253 4.009 -2.037
H 0.196 5.104 -2.916
H -1.997 3.988 -2.546
H -3.250 2.352 -1.439
H -2.496 1.397 -0.163
H -1.553 -1.464 -3.612
H -1.318 -1.415 -6.086
H -2.117 0.556 -7.362
H -3.127 2.463 -6.146
H -3.371 2.388 -3.714
H -3.514 -1.935 -0.807
H -5.829 -2.718 -0.326
H -7.763 -1.297 -0.949
H -7.360 0.884 -2.053
H -5.086 1.624 -2.539
H 4.546 0.991 0.420
H 6.698 -0.092 0.866
H 7.522 -1.897 -0.611
H 6.143 -2.614 -2.546
H 3.972 -1.518 -2.985
H 4.595 1.939 -2.945
H 4.447 2.967 -5.184
H 2.473 2.536 -6.619
H 0.668 1.044 -5.801
H 0.848 0.002 -3.559
C -1.156 -1.546 7.754
C -0.702 -0.107 7.470
C -1.914 0.831 7.553
C 0.288 0.301 8.562
C -0.091 -0.032 6.069
C 1.224 0.364 5.845
C 1.783 0.425 4.563
C 0.979 0.079 3.505
O 1.257 0.047 2.173
B 0.071 -0.398 1.511
O -0.916 -0.609 2.514
C -0.339 -0.316 3.712
C -0.890 -0.379 4.967
H -1.598 -1.615 8.752
H -0.308 -2.231 7.701
H -1.901 -1.880 7.031
H -2.363 0.784 8.549
H -2.679 0.561 6.824
H -1.613 1.862 7.357
H -0.199 0.228 9.537
H 0.626 1.331 8.431
H 1.163 -0.352 8.573
H 1.854 0.632 6.682
H 2.810 0.728 4.409
H -1.919 -0.697 5.086
C 1.563 -3.101 1.727
Si 0.222 -2.676 0.458
C -1.394 -3.493 1.014
C 0.742 -3.566 -1.137
H 1.656 -4.185 1.842
H 1.376 -2.676 2.718
H 2.520 -2.708 1.371
H -1.216 -4.507 1.385
H -2.074 -3.563 0.161
H -1.886 -2.914 1.798
H 0.785 -4.649 -0.981
H 1.721 -3.203 -1.454
H 0.030 -3.365 -1.943

5.
157
Properties=species:S:1:pos:R:3 method="wB97M-V/def2-TZVPD" orbital_gap_ev=9.811 charge=0 e_lumo_ev=0.5534
C 1.609 -0.290 -0.264
C 0.258 0.300 0.102
C -0.646 -0.898 0.361
O 0.291 -1.872 0.840
C 1.546 -1.769 0.198
H 2.439 0.260 0.174
H 1.664 -0.268 -1.352
H -0.151 0.932 -0.691
H 0.301 0.874 1.030
H -1.191 -1.333 -0.484
H -1.330 -0.789 1.204
H 1.636 -2.412 -0.690
H 2.356 -2.120 0.837
C 0.433 -2.087 -5.707
C 0.671 -2.006 -4.201
C 2.182 -1.957 -4.197
O 2.468 -0.985 -5.229
C 1.452 -1.056 -6.226
H -0.571 -1.825 -6.038
H 0.710 -3.067 -6.098
H 0.297 -2.903 -3.699
H 0.237 -1.135 -3.711
H 2.668 -2.882 -4.523
H 2.673 -1.581 -3.300
H 1.837 -1.270 -7.224
H 0.939 -0.089 -6.266
C 3.923 0.405 3.820
C 3.702 1.501 2.791
C 4.980 1.408 1.961
O 5.570 0.134 2.211
C 4.629 -0.646 2.962
H 2.976 0.044 4.227
H 4.553 0.694 4.663
H 3.439 2.479 3.184
H 2.875 1.108 2.189
H 5.750 2.160 2.168
H 4.794 1.524 0.887
H 5.138 -1.371 3.598
H 3.964 -1.187 2.283
C -2.889 2.406 -1.954
C -2.385 3.827 -1.820
C -3.453 4.640 -2.552
O -4.678 3.947 -2.344
C -4.408 2.546 -2.223
H -2.772 1.833 -1.034
H -2.442 1.873 -2.790
H -1.397 4.020 -2.242
H -2.338 4.155 -0.779
H -3.247 4.591 -3.631
H -3.516 5.680 -2.245
H -4.749 2.011 -3.111
H -4.940 2.214 -1.333
C 1.108 6.141 0.098
C 1.171 4.793 -0.621
C 1.176 3.788 0.557
O 1.750 4.496 1.627
C 1.257 5.824 1.598
H 0.233 6.763 -0.108
H 1.917 6.811 -0.209
H 2.077 4.634 -1.205
H 0.347 4.640 -1.316
H 1.791 2.916 0.334
H 0.151 3.446 0.765
H 1.968 6.496 2.070
H 0.283 5.880 2.095
C 5.715 2.588 -1.827
C 5.135 1.553 -2.786
C 4.043 0.958 -1.924
O 3.387 2.169 -1.475
C 4.400 3.139 -1.241
H 6.281 3.376 -2.322
H 6.366 2.137 -1.078
H 5.896 0.801 -3.027
H 4.741 1.948 -3.719
H 4.386 0.367 -1.070
H 3.386 0.333 -2.527
H 4.464 3.275 -0.159
H 4.307 4.115 -1.725
C -2.991 1.324 2.373
C -4.337 1.977 2.198
O -4.466 2.990 1.532
N -5.415 1.354 2.749
C -6.724 1.958 2.585
H -2.310 1.996 2.892
H -2.580 1.036 1.407
H -3.002 0.414 2.981
H -5.281 0.631 3.432
H -7.077 1.847 1.558
H -6.647 3.023 2.798
H -7.489 1.504 3.211
C -3.935 -2.505 3.000
C -4.282 -3.944 3.290
O -5.451 -4.319 3.336
N -3.254 -4.812 3.277
C -3.287 -6.237 3.552
H -4.515 -2.018 2.221
H -2.911 -2.409 2.610
H -3.907 -1.861 3.881
H -2.343 -4.398 3.159
H -4.204 -6.720 3.226
H -3.260 -6.411 4.633
H -2.352 -6.620 3.156
N -4.042 -2.295 -0.559
C -5.089 -3.037 -0.950
C -6.392 -2.563 -1.036
C -6.618 -1.225 -0.744
C -5.565 -0.426 -0.339
C -4.322 -1.017 -0.250
H -4.889 -4.086 -1.127
H -7.217 -3.214 -1.285
H -7.616 -0.843 -0.920
H -5.707 0.603 -0.040
H -3.473 -0.487 0.164
N -0.390 0.170 4.930
C -0.921 1.003 5.836
C -0.828 2.375 5.738
C -0.193 2.945 4.640
C 0.303 2.080 3.681
C 0.180 0.698 3.852
H -1.431 0.578 6.690
H -1.296 3.037 6.455
H -0.168 4.018 4.506
H 0.843 2.470 2.826
H 0.623 0.039 3.115
N 4.953 -5.874 1.492
C 5.897 -5.035 1.949
C 6.074 -3.734 1.528
C 5.238 -3.314 0.487
C 4.267 -4.138 -0.025
C 4.155 -5.413 0.520
H 6.551 -5.457 2.705
H 6.739 -2.993 1.946
H 5.352 -2.297 0.123
H 3.659 -3.710 -0.811
H 3.325 -6.068 0.281
N 0.544 -6.298 -0.013
C -0.048 -5.101 -0.032
C -1.413 -4.902 0.105
C -2.198 -6.007 0.378
C -1.596 -7.248 0.402
C -0.231 -7.374 0.177
H 0.604 -4.260 -0.218
H -1.848 -3.911 0.071
H -3.249 -5.939 0.628
H -2.141 -8.133 0.712
H 0.216 -8.356 0.110
N -0.178 1.800 -3.979
C -0.787 2.481 -4.949
C -0.219 3.592 -5.565
C 1.043 3.979 -5.183
C 1.749 3.226 -4.254
C 1.067 2.169 -3.660
H -1.835 2.261 -5.121
H -0.796 4.143 -6.296
H 1.472 4.914 -5.526
H 2.689 3.592 -3.868
H 1.584 1.627 -2.879